The following is a quantum chemistry calculation of 13 unconnected molecules or ions with the total composition C39H91N13O13, from OMol25.

Its calculated total energy is -87905.8369 eV. The energy above the lowest of the compared OMol25 structures with the same formula, charge and spin is 212.7 kcal/mol. The net charge is 0. For the HOMO-LUMO gap, the calculation gives 9.25 eV.

Structure (XYZ):
```
156
Properties=species:S:1:pos:R:3:forces:R:3
C -2.809 -2.708 -3.112 0.65 -0.20 -0.85
O -2.836 -2.559 -1.911 -0.35 0.39 0.74
N -1.722 -2.646 -3.891 1.16 0.14 -1.89
C -1.774 -3.214 -5.247 -0.21 1.04 0.08
C -0.418 -2.102 -3.491 -1.29 -0.33 -0.76
H -3.674 -2.907 -3.765 -0.45 -0.22 0.48
H -1.366 -2.476 -6.017 -0.04 -1.19 1.10
H -2.838 -3.249 -5.460 -0.14 -0.57 -0.41
H -1.321 -4.233 -5.250 -0.17 0.86 -0.31
H 0.023 -1.470 -4.267 -0.36 -0.13 -0.13
H -0.700 -1.476 -2.689 0.57 0.61 1.46
H 0.236 -2.922 -3.286 0.60 -0.37 0.66
C 3.275 6.011 -1.400 -1.27 0.46 -1.36
O 2.466 6.422 -0.574 0.36 -0.21 -0.61
N 4.504 5.564 -1.158 -1.08 0.34 0.74
C 5.251 4.808 -2.072 1.26 0.50 -1.31
C 4.821 5.565 0.216 1.86 -0.57 0.68
H 3.081 6.031 -2.500 -0.28 -0.09 0.41
H 6.218 5.261 -2.262 0.42 0.32 0.10
H 4.778 4.749 -3.035 -0.53 0.05 -0.34
H 5.446 3.813 -1.768 -0.11 -1.06 0.64
H 5.826 5.987 0.347 -0.12 -0.19 0.26
H 4.093 6.156 0.693 -0.58 0.83 0.77
H 4.760 4.572 0.656 0.20 -0.31 0.01
C -3.816 3.557 -4.237 -0.64 0.11 -2.13
O -3.047 2.624 -4.309 -0.04 -0.35 -0.23
N -3.973 4.338 -3.175 1.47 -0.58 1.61
C -4.923 5.381 -3.104 -1.06 -0.57 -0.36
C -3.519 3.753 -1.893 -0.13 -0.69 -0.21
H -4.499 3.862 -5.119 0.90 -0.25 0.92
H -5.258 5.738 -4.061 0.05 -0.16 -0.69
H -4.564 6.229 -2.597 0.62 1.00 0.92
H -5.775 4.967 -2.600 -0.90 0.26 0.55
H -2.815 2.918 -2.089 -0.58 0.52 0.04
H -3.036 4.430 -1.208 0.21 0.71 -0.16
H -4.394 3.365 -1.344 0.15 -0.04 -0.21
C 0.257 1.712 -4.246 -1.97 0.52 0.37
O 0.784 0.758 -4.789 0.41 -0.07 -0.15
N 0.818 2.957 -4.125 -1.59 -2.10 -0.23
C 1.938 3.179 -4.982 -0.70 0.90 -1.20
C 0.179 4.078 -3.462 0.54 0.18 0.69
H -0.828 1.603 -3.908 1.24 0.48 0.19
H 2.633 3.648 -4.337 1.68 0.27 0.18
H 1.594 3.962 -5.720 0.62 -0.79 0.24
H 2.252 2.223 -5.484 -0.21 1.23 0.70
H 0.112 4.944 -4.142 0.11 -0.25 0.22
H -0.832 3.842 -3.120 0.13 -0.30 -0.25
H 0.769 4.346 -2.545 -0.36 0.03 -0.92
C -1.193 -0.653 5.688 -0.94 -2.33 1.24
O -0.010 -0.461 5.887 0.28 0.40 0.21
N -1.903 -0.244 4.646 0.21 -0.24 0.18
C -3.271 -0.537 4.418 -1.51 0.92 0.53
C -1.256 0.629 3.761 1.59 1.27 -2.32
H -1.804 -1.373 6.343 0.60 0.93 -0.44
H -3.950 0.376 4.440 0.96 -0.87 -0.12
H -3.669 -1.225 5.146 0.08 -0.23 0.47
H -3.364 -1.017 3.477 -0.35 -0.26 -1.07
H -1.555 0.574 2.673 -0.28 -0.18 1.26
H -1.380 1.639 4.124 0.01 0.62 -0.27
H -0.162 0.448 3.733 -0.65 0.00 0.27
C 0.210 3.995 2.456 1.53 0.46 0.05
O -0.205 3.924 3.586 -0.55 -0.17 1.52
N -0.508 3.899 1.363 -0.39 -0.42 -2.55
C 0.069 3.904 -0.006 -3.56 0.46 -0.21
C -1.940 3.702 1.444 -0.13 3.36 0.48
H 1.279 4.196 2.268 0.03 -0.09 -0.24
H 1.113 3.840 0.012 1.57 -0.13 -0.05
H -0.274 4.831 -0.594 0.64 -1.06 1.03
H -0.446 3.035 -0.491 0.98 0.52 0.06
H -2.425 4.710 1.076 0.55 -1.80 0.65
H -2.298 2.917 0.821 -0.12 -0.89 -0.30
H -2.129 3.617 2.520 -0.49 -0.31 -0.43
C 2.679 1.865 -1.902 -0.24 -0.92 0.04
O 3.127 2.998 -1.879 -0.40 0.11 0.16
N 3.241 0.855 -2.635 0.08 2.30 0.29
C 2.733 -0.454 -2.813 -0.49 0.19 0.07
C 4.255 1.231 -3.562 1.52 -0.75 -1.54
H 1.773 1.576 -1.304 0.56 -0.08 -0.38
H 1.847 -0.518 -2.228 -1.20 -0.17 0.20
H 3.394 -1.155 -2.320 0.50 -0.60 -0.69
H 2.502 -0.535 -3.891 0.16 -0.83 0.62
H 4.568 2.265 -3.458 -0.13 -0.09 0.17
H 5.137 0.569 -3.479 -0.10 0.30 0.45
H 3.985 1.042 -4.632 -0.43 0.30 0.77
C 3.008 1.473 2.415 -0.57 2.40 0.98
O 3.420 0.866 1.461 0.21 -0.18 -0.78
N 2.428 0.974 3.509 -0.14 -1.94 0.01
C 2.424 -0.494 3.624 -0.73 0.31 1.18
C 2.414 1.817 4.685 0.12 0.54 0.61
H 2.989 2.620 2.602 0.56 -1.12 -1.15
H 2.201 -0.998 2.685 0.39 0.33 0.06
H 1.694 -0.823 4.370 -0.26 0.43 -0.29
H 3.344 -0.814 4.074 0.95 -0.38 -0.26
H 1.948 1.354 5.552 -0.18 -0.37 -0.30
H 3.427 2.123 4.997 -0.18 -0.18 -0.16
H 1.839 2.713 4.463 -0.06 0.13 0.08
C 2.679 -3.991 1.664 0.46 -0.05 -0.23
O 1.844 -4.873 1.802 0.67 0.59 0.11
N 3.148 -3.531 0.486 -0.04 0.33 -1.19
C 3.918 -2.313 0.446 0.21 1.40 0.29
C 2.638 -3.957 -0.839 -1.15 -0.06 1.09
H 3.287 -3.433 2.448 -1.06 -0.82 0.11
H 4.224 -1.983 1.461 -0.25 -0.30 -0.52
H 3.355 -1.431 0.014 0.44 -1.00 0.37
H 4.835 -2.462 -0.129 -0.05 0.05 -0.09
H 1.593 -3.566 -0.925 0.83 -0.12 -0.43
H 3.293 -3.557 -1.645 -0.52 -0.59 0.65
H 2.486 -5.050 -0.818 0.52 0.45 -0.33
C 0.165 -5.209 4.390 3.32 -0.23 1.20
O -0.445 -4.423 3.751 -1.70 1.21 -0.98
N 1.366 -4.884 5.049 -1.92 -1.53 0.07
C 1.929 -5.794 6.045 0.20 -0.44 -0.42
C 1.527 -3.511 5.380 0.41 0.46 0.63
H -0.028 -6.263 4.460 -0.47 -0.97 0.00
H 3.024 -5.900 5.896 -0.61 -0.05 0.05
H 1.454 -6.794 6.017 0.28 0.49 -0.25
H 1.772 -5.390 7.047 -0.02 -0.05 0.08
H 1.701 -3.493 6.457 0.19 0.58 -0.01
H 2.378 -3.108 4.855 0.33 0.51 -0.07
H 0.637 -2.930 5.182 -0.10 0.09 -0.30
C -0.707 -5.493 -1.385 -1.17 1.29 2.13
O -0.415 -5.256 -2.529 0.29 -0.05 -0.99
N -0.159 -6.390 -0.559 -1.08 -0.06 2.91
C -0.735 -6.566 0.882 2.82 1.02 -1.24
C 0.907 -7.275 -0.883 -0.05 -0.97 -0.08
H -1.473 -4.876 -0.758 0.70 -0.71 -1.33
H -1.291 -5.732 1.279 -0.24 0.63 -0.58
H 0.170 -6.585 1.551 -0.98 -0.51 -0.63
H -1.360 -7.417 0.896 -0.36 -1.17 0.18
H 0.556 -8.282 -1.035 -0.43 -0.73 0.36
H 1.323 -7.085 -1.832 0.51 0.95 -1.16
H 1.707 -7.325 -0.155 -0.02 0.36 0.40
C -1.721 -0.228 -0.136 -1.97 -2.77 0.49
O -1.202 0.755 -0.566 0.44 2.46 -1.05
N -1.075 -1.247 0.419 1.26 0.63 0.39
C -1.750 -2.341 1.046 0.39 -1.10 -2.75
C 0.364 -1.196 0.504 0.85 -1.03 -1.19
H -2.794 -0.578 -0.178 0.27 1.24 -0.25
H -2.781 -2.392 0.720 -0.16 0.03 -0.12
H -1.698 -2.263 2.063 0.16 0.04 2.88
H -1.223 -3.257 0.717 -0.42 0.18 0.34
H 0.775 -2.088 -0.070 -0.34 0.98 0.91
H 0.800 -0.298 0.055 -0.54 -0.07 -0.10
H 0.735 -1.196 1.514 -0.12 -0.36 0.52
C -5.815 0.320 1.334 -0.13 0.18 -0.20
O -5.304 -0.667 1.813 0.51 -0.69 -0.41
N -6.048 0.599 0.022 1.44 -1.71 0.12
C -6.998 1.589 -0.402 -0.78 -0.18 1.83
C -5.648 -0.454 -0.975 -0.01 0.42 0.34
H -6.106 1.090 2.025 -0.61 1.02 0.22
H -6.582 2.237 -1.122 0.46 0.87 -0.92
H -7.396 2.188 0.468 0.62 -0.64 -0.84
H -7.829 1.048 -0.823 -0.60 0.08 -0.38
H -4.854 -0.108 -1.679 -0.63 -0.02 0.57
H -5.273 -1.373 -0.468 -0.39 0.88 -0.21
H -6.563 -0.679 -1.530 0.23 -0.23 -0.17
```
Positions in Å, forces in eV/Å.


The following is a quantum chemistry calculation of 9 unconnected molecules or ions with the total composition C39H93N3O15, from OMol25.

The SMILES is CC1(C)CCCC(C)(C)N1O.CC1(C)CCCC(C)(C)N1O.CC1(C)CCCC(C)(C)N1O.OCCO.OCCO.OCCO.OCCO.OCCO.OCCO. Its calculated total energy is -77126.2869 eV. The energy above the lowest of the compared OMol25 structures with the same formula, charge and spin is 11.9 kcal/mol. The net charge is 0. For the HOMO-LUMO gap, the calculation gives 8.55 eV.

Structure (XYZ):
```
150
Properties=species:S:1:pos:R:3:forces:R:3
C -5.307 -3.318 -3.296 -0.51 1.00 0.37
C -4.548 -2.485 -2.223 0.61 -0.32 -0.61
C -3.023 -2.580 -2.432 0.13 -0.43 0.62
C -2.484 -1.845 -3.639 -0.12 0.92 0.22
C -2.941 -0.403 -3.536 -1.14 0.61 -0.02
C -4.476 -0.176 -3.338 0.77 -0.16 -1.47
N -4.873 -1.049 -2.246 0.55 0.19 0.96
O -6.201 -0.812 -1.820 -0.25 0.14 -0.33
C -4.605 1.300 -3.003 0.60 1.05 1.61
C -5.231 -0.363 -4.679 0.42 -1.29 0.27
C -4.886 -3.100 -0.863 -0.50 0.29 -0.01
H -4.763 -3.344 -4.237 0.03 -0.46 0.03
H -6.250 -2.802 -3.497 -0.01 -0.07 -0.03
H -5.597 -4.286 -2.894 0.39 -0.27 -0.32
H -2.545 -2.149 -1.543 -0.12 0.27 -0.03
H -2.714 -3.627 -2.355 -0.18 -0.10 -0.48
H -2.812 -2.197 -4.619 0.10 -0.52 0.14
H -1.394 -1.790 -3.602 0.04 -0.48 -0.26
H -2.723 0.141 -4.457 0.40 0.09 0.13
H -2.512 0.120 -2.676 0.48 -0.18 -0.09
H -5.559 1.815 -3.115 -0.20 -0.47 -0.36
H -4.310 1.511 -1.961 -0.18 -0.45 0.10
H -3.836 1.894 -3.505 -0.26 -0.19 -0.60
H -4.792 0.159 -5.530 -0.22 0.87 0.41
H -5.115 -1.389 -5.045 -0.45 -0.10 0.36
H -6.272 -0.132 -4.464 -0.12 0.00 -0.59
H -4.389 -2.646 -0.003 0.02 0.34 -0.19
H -4.629 -4.159 -0.839 0.01 -0.02 -0.22
H -5.968 -3.002 -0.759 0.04 -0.15 0.37
H -6.060 -0.181 -1.105 -0.23 -0.10 0.06
C 2.411 -1.658 4.642 -0.80 -0.86 1.05
C 3.021 -2.648 3.612 -0.79 1.47 0.48
C 2.080 -2.592 2.417 -0.39 -0.99 -0.90
C 2.771 -3.105 1.162 0.07 0.07 -0.75
C 3.956 -2.222 0.851 -0.03 0.18 0.00
C 4.984 -2.148 1.981 0.48 -0.48 -0.56
N 4.293 -1.985 3.250 -0.31 0.65 -0.20
O 5.205 -2.046 4.344 -0.14 -0.04 -0.27
C 5.908 -3.391 1.944 0.63 0.26 0.49
C 5.882 -0.949 1.645 0.74 -0.12 0.09
C 3.158 -4.046 4.245 -0.45 0.81 1.16
H 1.436 -1.968 5.050 0.06 -0.57 -0.36
H 2.154 -0.667 4.265 0.79 0.09 -0.23
H 3.021 -1.669 5.549 0.21 0.56 -0.16
H 1.181 -3.201 2.555 0.21 -0.19 0.57
H 1.639 -1.601 2.276 0.57 0.27 -0.17
H 2.118 -3.097 0.284 -0.21 0.07 0.17
H 3.091 -4.149 1.245 -0.05 0.00 0.38
H 3.570 -1.221 0.631 0.11 0.04 0.16
H 4.500 -2.533 -0.042 -0.14 -0.13 -0.04
H 6.794 -3.177 2.550 -0.22 -0.09 0.31
H 5.452 -4.289 2.358 -0.13 -0.05 -0.26
H 6.356 -3.583 0.967 -0.53 -0.03 -0.23
H 5.453 0.048 1.751 -0.37 -0.15 0.04
H 6.823 -0.976 2.200 -0.17 0.06 0.26
H 6.198 -1.068 0.605 -0.12 0.10 -0.06
H 4.177 -4.401 4.141 -0.26 -0.64 -0.28
H 2.310 -4.700 4.039 0.51 -0.34 -0.95
H 2.979 -3.943 5.324 0.53 0.21 0.03
H 5.072 -1.182 4.746 0.26 -0.07 0.16
C -3.311 0.056 3.523 -0.44 0.15 1.43
C -4.214 0.876 2.572 1.60 -1.62 -0.16
C -5.259 -0.036 1.917 -0.99 -0.17 0.77
C -6.536 -0.212 2.775 0.73 0.05 -1.01
C -7.072 1.131 3.211 -1.10 0.36 0.24
C -6.086 2.012 3.976 1.15 -1.09 0.59
N -4.831 2.031 3.197 -0.11 1.10 -0.76
O -3.844 2.849 3.831 -0.65 -0.75 -0.15
C -6.559 3.456 4.135 -0.68 -1.15 -1.15
C -5.867 1.370 5.366 0.06 -0.26 0.93
C -3.280 1.302 1.435 1.26 1.05 -0.48
H -3.889 -0.493 4.276 -0.13 -0.39 -0.42
H -2.706 0.687 4.182 0.25 0.25 -0.44
H -2.612 -0.603 3.013 -0.22 -0.12 -0.17
H -5.425 0.388 0.924 -0.60 -0.03 0.04
H -4.969 -1.078 1.775 0.99 0.28 -0.19
H -6.321 -0.907 3.590 0.19 0.39 0.32
H -7.222 -0.806 2.165 -0.41 0.43 0.00
H -7.929 0.974 3.875 -0.04 0.12 -0.03
H -7.459 1.703 2.362 0.14 -0.15 -0.17
H -6.578 3.861 3.121 0.21 0.40 0.17
H -7.608 3.362 4.427 0.12 0.49 0.54
H -5.921 4.022 4.800 -0.18 0.15 0.11
H -4.835 1.486 5.708 -0.01 -0.07 0.03
H -6.464 1.769 6.193 -0.13 0.54 -0.38
H -6.111 0.308 5.442 0.28 -0.08 -0.52
H -3.727 2.077 0.808 -0.16 -0.16 -0.05
H -2.869 0.509 0.798 -0.98 -0.50 0.03
H -2.304 1.706 1.745 -0.44 0.41 0.69
H -3.647 2.334 4.628 0.42 0.38 0.13
C 2.232 2.368 4.180 0.52 -1.37 0.80
C 0.788 2.011 3.928 -0.16 1.07 -1.21
O -0.024 2.377 5.032 0.11 -0.08 -0.45
O 3.062 2.019 3.054 -0.32 0.00 0.43
H 2.542 1.724 5.017 0.07 0.38 0.10
H 2.393 3.405 4.485 -0.26 0.03 -0.26
H 0.626 0.971 3.647 0.22 -0.21 0.57
H 0.537 2.548 2.997 -0.48 0.12 0.22
H -0.155 3.328 4.959 -0.15 -0.05 0.19
H 3.745 1.494 3.480 0.35 -0.12 -0.59
C 6.852 1.475 -1.796 1.19 -0.91 -1.58
C 5.405 1.040 -1.758 -0.10 0.22 -0.12
O 4.727 1.961 -0.936 0.02 0.55 0.18
O 7.074 2.713 -2.470 -0.70 0.40 0.74
H 7.427 0.836 -2.483 -0.42 -0.59 0.30
H 7.392 1.354 -0.851 -0.44 0.60 0.33
H 5.271 0.003 -1.433 0.22 0.02 0.21
H 5.027 1.071 -2.791 0.01 0.06 -0.04
H 3.830 1.702 -0.683 0.09 -0.34 -0.09
H 6.406 3.344 -2.168 0.15 -0.04 0.10
C 4.663 -3.286 -3.091 -0.41 -0.04 0.68
C 6.143 -3.148 -3.385 -0.05 0.68 -0.62
O 6.921 -2.789 -2.264 -0.15 -0.26 0.60
O 4.144 -2.034 -2.551 0.19 -0.90 -0.74
H 4.448 -4.102 -2.393 0.31 0.18 0.31
H 4.030 -3.525 -3.949 0.58 -0.09 -0.42
H 6.274 -2.341 -4.121 -0.18 -0.28 -0.24
H 6.566 -4.066 -3.795 -0.09 -0.03 0.07
H 6.515 -2.015 -1.854 -0.01 -0.03 -0.10
H 3.494 -1.853 -3.237 -0.26 0.82 0.44
C 1.220 0.468 -5.443 0.97 -0.25 -0.52
C 2.341 1.472 -5.167 -0.65 0.58 1.00
O 2.296 1.819 -3.767 0.18 -0.07 -0.17
O 1.469 -0.756 -4.763 0.23 -0.07 0.04
H 1.265 0.257 -6.515 -0.15 -0.18 -0.01
H 0.206 0.805 -5.224 0.14 0.50 0.21
H 2.241 2.425 -5.694 -0.20 -0.33 -0.41
H 3.330 1.056 -5.369 -0.20 -0.24 -0.37
H 3.151 1.577 -3.405 -0.08 0.08 0.34
H 1.732 -0.553 -3.850 -0.35 0.23 0.08
C 0.684 0.260 -1.139 -0.25 -0.27 0.10
C 1.079 1.064 0.124 -1.30 0.77 -0.37
O 2.448 0.921 0.375 0.22 -0.09 0.08
O 1.799 -0.303 -1.810 -0.04 0.01 0.38
H 0.147 0.883 -1.854 0.14 0.16 -0.02
H -0.025 -0.516 -0.831 0.14 -0.26 -0.10
H 0.438 0.788 0.970 0.36 -0.53 0.08
H 0.765 2.107 -0.034 0.61 0.14 -0.11
H 2.642 1.087 1.310 0.02 0.22 0.16
H 2.505 -0.356 -1.150 0.07 -0.23 -0.16
C 1.412 6.060 -3.901 -0.78 -0.85 0.51
C 1.000 5.247 -2.666 0.30 0.63 0.18
O -0.303 4.689 -2.855 0.27 0.14 -0.20
O 0.361 6.912 -4.302 -0.17 0.17 -0.18
H 1.676 5.304 -4.651 0.07 0.45 -0.39
H 2.239 6.728 -3.666 0.28 -0.36 -0.02
H 0.980 5.944 -1.821 0.00 -0.21 0.19
H 1.711 4.436 -2.494 0.19 0.15 0.04
H -0.401 4.032 -2.162 -0.24 -0.05 -0.08
H -0.480 6.490 -4.092 0.09 -0.13 -0.07
```
Positions in Å, forces in eV/Å.